(1)
ORCA calculation (ωB97M-V/def2-TZVPD) on a molecular structure, C22H47BGeN9O3Rb at a distorted geometry.

Values from the calculation:
- E_tot (eV) = -100976.10892

The geometry in ORCA input format:
```
! wB97M-V def2-TZVPD RIJCOSX def2/J DEFGRID3
* xyz -2 1
H -1.955 1.355 -1.697
H -4.395 1.949 2.112
H 4.387 -4.242 -2.111
N -0.597 2.363 -3.044
C 2.491 -3.109 -1.739
C 4.047 -2.251 -3.018
H -4.767 -1.043 1.694
H 1.797 -1.702 3.804
H 5.193 1.513 -3.326
O 0.864 -0.203 2.703
H -6.294 -2.435 -1.436
H 3.705 -0.012 -4.517
H -2.636 2.615 -2.719
H 3.476 -2.108 0.539
H -4.072 -1.600 -3.297
H 2.102 -2.013 1.655
H 1.880 -3.721 -1.091
C -1.237 -1.065 2.895
H -2.705 2.003 1.553
H -4.138 -1.486 3.287
H 5.021 -0.469 0.510
C -2.313 -2.271 0.356
H 1.605 2.161 1.118
C -1.586 3.325 -0.999
C 3.189 -2.000 1.586
H -2.409 -2.874 1.266
H -5.937 -1.175 -0.235
C -0.521 3.688 1.174
H -0.705 1.657 -3.762
H -4.564 -4.500 -2.287
O 3.738 0.828 3.705
N 3.692 -0.737 2.085
N 1.616 2.770 1.930
O -2.166 -0.849 0.726
H 4.902 -1.992 -3.621
H -0.832 -2.028 2.632
H 3.596 -2.854 2.143
C -3.586 1.370 1.656
N 2.045 -1.925 -2.142
C -3.503 -1.258 -2.428
H 2.567 3.270 -0.415
C 4.328 2.808 -1.711
C 1.775 -0.594 3.631
C -1.750 2.339 -2.139
H -2.553 3.444 -0.499
H -1.406 -0.826 3.938
C -3.720 -4.333 -1.611
B 2.866 -0.028 -3.634
H 0.269 2.119 -2.567
C -2.102 -0.477 2.069
C 4.972 -0.288 1.585
H -2.447 -1.194 -2.698
H -5.232 -0.093 3.125
H 1.633 -0.134 4.632
H -0.026 4.645 0.939
C 0.215 2.984 2.298
N 3.003 -1.405 -2.930
H -3.855 -0.257 -2.165
N 2.376 1.682 -1.782
H -3.902 1.067 0.644
H -0.294 2.040 2.529
C 3.160 -0.131 3.189
C -5.726 -2.207 -0.527
H -1.294 4.308 -1.405
H -3.787 -5.058 -0.796
C -4.411 -0.644 2.652
H 5.073 0.776 1.779
C 3.771 -3.371 -2.258
N 3.226 1.150 -2.682
H -2.787 -4.511 -2.147
H 0.264 2.743 -0.444
H 5.089 3.517 -1.433
H 0.182 3.620 3.188
H 1.736 0.111 -4.043
Ge -3.748 -2.484 -0.896
H -1.536 3.921 1.513
N -3.265 0.235 2.499
C 3.032 2.683 -1.194
H -6.076 -2.857 0.280
N -0.647 2.832 -0.003
H 2.065 2.210 2.650
Rb 0.321 -0.289 -0.233
C 4.399 1.806 -2.658
H 5.813 -0.806 2.067
*
```

(2)
ORCA calculation (ωB97M-V/def2-TZVPD) on 2 unconnected molecules or ions with the total composition C6H14N2O2 at a distorted geometry.

Values from the calculation:
- SMILES string = CNC(C)=O.CNC(C)=O
- E_tot (eV) = -13524.04977

The geometry in ORCA input format:
```
! wB97M-V def2-TZVPD RIJCOSX def2/J DEFGRID3
* xyz 0 1
C 1.502 0.245 1.918
C 0.026 2.041 -1.529
H 1.993 -0.405 1.176
H 1.684 1.309 1.844
C 1.056 -1.718 -1.751
H -2.545 -0.153 0.424
N -0.675 -0.524 1.143
H -2.465 -1.609 1.508
H -0.788 1.982 -0.799
H -0.165 2.765 -2.337
C 0.153 0.620 -2.102
N 1.116 -0.278 -1.758
H 0.108 -2.155 -1.395
H -2.394 0.062 2.172
O -0.466 0.293 3.245
H 1.852 0.148 -1.206
H 0.928 2.489 -1.179
O -0.794 0.145 -2.718
H -0.294 -1.012 0.353
C 0.062 -0.124 2.231
C -2.111 -0.568 1.355
H 2.134 0.089 2.796
H 1.760 -2.237 -1.076
H 1.285 -2.095 -2.763
*
```

(3)
ORCA calculation (ωB97M-V/def2-TZVPD) on a molecular structure, C26H69FeO9 at a distorted geometry.

Values from the calculation:
- E_tot (eV) = -80882.88451

The geometry in ORCA input format:
```
! wB97M-V def2-TZVPD RIJCOSX def2/J DEFGRID3
* xyz 1 7
H 0.371 3.034 0.721
H 4.233 -3.611 -0.420
O 1.643 3.091 -1.458
H -0.635 -0.240 -5.533
H 0.704 4.808 -3.197
H -0.594 -3.646 4.826
C -4.303 -0.218 -0.659
C -0.021 1.515 -4.481
O 0.972 0.306 -1.425
H -2.439 -1.535 -4.840
H 4.890 -3.429 2.419
C 4.574 1.869 -0.192
H -3.706 0.498 -1.224
O 3.579 1.039 -0.744
H -1.086 0.176 -1.371
H 0.175 -2.246 4.188
C 5.937 1.137 -0.205
H 0.344 -3.780 3.302
H 2.404 -2.431 0.846
O -4.218 -0.349 1.762
O 1.246 1.862 -4.006
H -0.391 2.641 -6.498
H -3.611 -1.117 -3.717
H 1.003 0.400 3.592
H 6.721 1.763 0.222
H -2.578 -4.801 3.077
H -3.931 1.344 0.716
H -0.460 3.076 6.304
H -4.430 -3.537 -3.492
C 0.409 5.091 -2.187
C -1.565 -2.832 3.012
H -6.639 -0.118 0.922
C -0.337 -3.160 3.885
C 0.794 1.424 5.455
C 0.302 1.098 4.050
H 0.519 -0.568 -4.323
H 0.799 0.207 -6.000
H 0.810 4.717 0.538
H 3.445 -4.317 2.204
Fe 2.463 1.288 -2.444
H -2.681 -1.272 3.030
H -1.004 1.515 6.727
H -0.846 4.255 0.268
C -3.450 -3.308 -3.910
H 2.241 3.760 -1.115
H -1.369 -3.235 -3.065
C -6.110 0.829 0.816
C 4.351 -2.566 -0.134
H 3.403 -2.903 3.204
O -2.244 -1.810 3.693
H -0.667 0.603 3.989
C -4.615 0.498 0.655
C 3.817 -3.295 2.276
C -3.416 -1.864 -4.487
H -3.464 -3.599 2.219
C 0.450 3.758 -1.393
H 0.354 1.937 3.356
H -2.173 -4.358 1.474
H -0.312 3.132 -1.858
H -0.454 5.734 -2.012
C 4.121 2.492 1.135
H 4.154 1.676 1.857
O 3.724 -1.071 1.509
H 1.759 1.908 5.304
O 1.100 0.132 5.848
H 1.603 2.080 -4.870
H -1.244 -0.911 0.848
C -0.210 -0.371 -1.021
H -2.524 -4.458 -2.342
H -0.002 0.421 0.888
H 6.212 0.754 -1.187
C 0.183 3.926 0.124
H 3.635 -1.021 2.463
H -2.288 -3.957 -5.296
H -5.157 -0.493 -1.277
H 5.833 0.267 0.444
C -0.241 -0.592 0.564
H -0.181 -1.337 -1.524
H -1.191 -2.526 2.035
H 0.537 -1.306 0.834
H 5.365 -2.259 0.122
H 4.629 2.786 -0.778
H 3.963 -1.857 -0.865
C -0.091 2.072 6.513
H -6.557 1.385 -0.009
H 1.252 5.663 -1.799
H -4.773 -1.129 1.832
H -1.624 2.148 -5.630
H 0.221 -0.216 6.017
H -2.793 -2.806 -2.043
H 4.718 3.274 1.604
H -0.773 3.533 -4.897
H -6.226 1.305 1.790
C 3.465 -2.365 1.086
C -2.399 -3.479 -2.804
C -0.649 2.596 -5.440
H -3.691 -1.075 -0.379
H 3.659 0.266 -0.181
C 0.248 0.189 -5.059
H 0.410 2.062 7.481
O -3.079 -4.280 -4.859
H 3.059 2.722 1.045
H -0.702 1.363 -3.643
C -2.448 -3.928 2.437
H -4.211 -1.845 -5.233
*
```